Entry 1:
39
Properties=species:S:1:pos:R:3:forces:R:3:lowdin_charge:R:1 method="wB97M-V/def2-TZVPD" e_above_lowest_ev=1.420
Mg -0.2214 -0.2258 -0.4709 -0.593 0.489 -0.644 0.34
P -1.6776 1.9029 1.8938 -2.570 2.007 3.342 0.31
F -1.3983 0.9150 0.5512 -0.517 0.919 1.427 -0.24
F -3.2444 2.1373 1.4301 1.356 -0.415 -1.198 -0.18
F -2.2287 0.6685 2.8040 -0.362 -0.135 -1.025 -0.17
F -2.0446 3.0225 3.0713 0.762 -0.926 -0.428 -0.20
F -0.2951 1.5674 2.6460 0.698 0.846 -1.817 -0.14
F -1.1122 3.1760 1.0040 0.014 -1.538 0.222 -0.17
P 1.8323 -1.2663 2.0963 1.179 -0.241 0.070 0.24
F 3.0804 -1.8216 2.9192 -0.514 -0.560 0.334 -0.13
F 2.1996 0.2272 2.5943 -0.904 -0.507 -0.266 -0.13
F 2.8548 -1.0702 0.8165 0.181 0.664 -0.082 -0.19
F 0.6335 -0.6485 1.0827 0.386 -0.066 2.105 -0.24
F 1.4849 -2.6846 1.4100 -0.129 -0.652 0.561 -0.16
F 0.7627 -1.5611 3.2759 0.887 0.716 -1.072 -0.12
C -3.8512 -2.9933 0.2215 1.144 -0.137 1.081 -0.01
C -2.6094 -2.2318 0.0890 -0.407 -0.097 -0.247 -0.13
N -1.6628 -1.6145 -0.0638 -0.437 -0.641 -0.095 0.18
H -4.4274 -2.9332 -0.7019 -0.183 -0.074 0.456 0.10
H -4.2971 -2.6750 1.1638 -0.699 0.595 -0.454 0.10
H -3.5608 -3.9976 0.5300 -0.019 -0.354 -0.742 0.09
C 3.3954 -2.7495 -1.6148 -0.406 -0.006 0.738 -0.03
C 2.0982 -2.1407 -1.4570 -7.902 5.427 -0.609 -0.13
N 1.0375 -1.5106 -1.4126 7.911 -5.156 -0.989 0.14
H 3.4152 -3.3380 -0.6975 0.724 -0.518 -0.129 0.10
H 4.1592 -1.9742 -1.5558 -0.061 -0.036 -0.002 0.10
H 3.4651 -3.3206 -2.5406 -0.038 -0.086 0.242 0.10
C 2.2110 3.2514 0.9979 -0.121 -0.703 -1.061 0.00
C 1.5613 2.2245 0.1446 0.163 1.214 1.899 -0.16
N 1.0723 1.3903 -0.4509 0.041 -0.122 -1.003 0.17
H 2.3028 2.9531 2.0422 -0.105 -0.437 -0.248 0.09
H 1.6722 4.1983 0.9634 0.066 -0.126 -0.280 0.09
H 3.1817 3.2843 0.5032 0.319 0.669 0.483 0.09
C -1.6554 1.8966 -4.3000 -0.400 -0.274 -0.396 -0.03
C -1.5420 1.1844 -3.0422 0.142 -1.068 2.969 -0.14
N -1.4631 0.6091 -2.0264 0.113 1.393 -3.317 0.17
H -1.9124 1.1289 -5.0298 0.226 0.121 -0.305 0.09
H -0.7346 2.4116 -4.5737 -0.010 -0.191 0.123 0.10
H -2.4813 2.6079 -4.3127 0.070 0.010 0.359 0.10


Entry 2:
27
Properties=species:S:1:pos:R:3:forces:R:3:lowdin_charge:R:1 method="wB97M-V/def2-TZVPD" multiplicity=2 s_squared=0.80
Tl -0.9159 -0.1320 2.4599 1.080 0.128 -0.138 1.14
F -0.7465 -2.3142 4.3479 -0.149 0.911 -0.805 -0.47
F 0.4604 1.8232 0.8636 -0.764 -0.963 0.717 -0.55
O -2.8828 0.3096 0.3083 0.366 0.204 0.342 -0.02
C -3.4984 0.6662 -0.6511 -0.656 -1.600 -1.098 -0.45
O -4.7927 1.0709 -0.5193 -0.822 0.294 -0.051 0.04
C -5.4069 1.4917 -1.7592 1.049 0.059 -1.253 -0.15
C -4.2067 1.5531 -2.6854 1.589 0.275 -1.563 -0.16
C -3.1130 0.5620 -2.1530 -1.033 1.525 1.083 -0.03
H -5.8981 2.4643 -1.7270 0.409 0.159 0.880 0.12
H -6.1810 0.9005 -2.2484 0.036 -1.165 1.062 0.12
H -3.8554 2.5849 -2.6871 0.477 -0.055 0.249 0.11
H -4.3739 1.3632 -3.7457 -0.564 -0.168 0.091 0.11
H -2.0605 0.8204 -2.2690 -0.203 0.549 -0.042 0.12
H -3.1741 -0.4346 -2.5901 -0.539 -0.157 0.482 0.12
O 1.9426 -0.5933 2.4228 -2.275 0.724 1.248 0.01
C 3.0225 -0.7156 1.9708 0.578 -1.791 -0.694 -0.55
O 3.9576 0.1741 1.9755 -0.035 3.292 1.448 0.10
C 5.0753 -0.1380 1.2394 2.191 -0.325 0.031 -0.18
C 4.8286 -1.5100 0.6687 0.407 0.301 -2.220 -0.15
C 3.5168 -1.9296 1.2846 0.695 -1.137 -0.251 -0.06
H 5.9596 -0.2630 1.8642 -0.158 0.482 0.681 0.12
H 5.3573 0.6758 0.5713 -0.569 -0.101 -0.321 0.13
H 5.7279 -2.0942 0.8640 -0.512 -0.525 0.079 0.12
H 4.7524 -1.4195 -0.4148 -0.058 -0.221 -0.108 0.12
H 3.7977 -2.7045 1.9977 -0.935 -0.154 0.198 0.14
H 2.7073 -2.2114 0.6112 0.395 -0.540 -0.044 0.14


Entry 3:
25
Properties=species:S:1:pos:R:3:forces:R:3:lowdin_charge:R:1 method="wB97M-V/def2-TZVPD" e_above_lowest_ev=0.249
C 0.8484 -2.5274 -0.4085 0.233 3.491 0.649 0.08
C 1.0207 -1.2642 0.0092 -1.417 0.037 -1.382 -0.22
C 1.6565 -0.9883 1.3335 0.578 0.799 -2.921 -0.03
C 0.5391 0.0726 -0.9435 3.382 -2.473 0.885 -0.39
F -0.0500 -0.2678 -2.1082 -0.499 -0.565 -0.191 0.12
O -0.1151 1.0161 -0.2628 0.000 1.135 0.242 0.01
C -1.5259 0.9650 -0.1732 -3.102 0.516 -2.014 -0.46
C -1.9781 -0.2309 0.5695 -0.302 -3.600 0.397 -0.05
C -1.9840 2.2459 0.5115 -0.967 0.528 0.622 -0.05
C 1.9854 0.5984 -1.3232 -1.258 2.320 0.282 -0.52
F 2.7738 -0.3982 -1.6474 0.559 -0.064 -0.194 0.19
F 2.0616 1.5514 -2.3103 -0.507 -1.203 0.433 0.13
F 2.4202 1.2499 -0.2236 0.665 -0.490 -0.060 0.14
H 0.4516 -2.5928 -1.3464 -1.115 -0.870 -2.409 0.04
H 1.0977 -3.3676 0.1472 0.504 -1.321 0.945 0.06
H 1.3030 -0.1032 1.7220 -0.611 2.175 0.987 0.06
H 2.7204 -0.9127 1.1610 0.367 -0.179 0.516 0.10
H 1.3241 -1.7441 1.9240 -0.206 -2.347 2.092 0.06
H -2.0125 0.9584 -1.2148 1.075 -0.055 1.157 0.17
H -2.0052 -0.0476 1.6259 -0.039 0.318 0.758 0.07
H -2.9780 -0.8013 0.3527 1.785 1.556 -0.205 0.13
H -1.1550 -0.9971 0.4663 -1.263 0.430 0.061 0.08
H -1.6850 3.0863 -0.1954 -0.092 -0.558 1.749 0.10
H -1.5908 2.1368 1.5664 0.339 1.126 -1.195 0.09
H -3.1227 2.3623 0.7680 1.890 -0.707 -1.202 0.12


Entry 4:
28
Properties=species:S:1:pos:R:3:forces:R:3:lowdin_charge:R:1 method="wB97M-V/def2-TZVPD" total_charge=-1
C -2.6916 0.0840 -0.8268 0.154 0.476 -0.374 -0.15
C -2.1807 -1.1258 0.1630 0.329 0.578 -0.856 -0.23
C -1.8845 -0.6088 1.7260 0.180 -1.937 -0.713 -0.18
N -0.7239 0.3577 1.7531 -3.038 0.627 1.042 -0.13
N 0.4518 -0.2896 1.4672 1.990 1.095 -2.574 -0.28
C 0.9839 0.1089 0.1125 1.938 1.097 -4.758 -0.20
C 1.6434 -0.9460 -0.9374 -0.609 3.317 -0.742 0.01
C 2.1282 -0.4360 -2.3771 -0.608 -0.828 1.684 -0.19
N 2.1108 0.9069 -3.0199 -0.821 -1.463 7.775 -0.39
C 1.5271 1.8369 -2.0142 -0.936 -0.108 1.733 -0.18
C 0.9473 1.6001 -0.5392 1.137 -2.743 -1.680 0.00
S 1.6287 -0.3068 2.7268 9.156 -4.896 0.239 0.89
O 3.0276 0.3071 2.3325 -6.086 -0.901 1.387 -0.37
O 1.9447 -1.8232 3.0347 -2.594 5.517 -0.499 -0.39
F 1.1809 0.3888 4.2221 -0.208 -0.526 -2.078 -0.27
H -3.3608 -0.3435 -1.7098 1.284 0.892 2.028 0.08
H -1.8079 0.6680 -1.3651 -1.676 -1.405 1.354 0.07
H -3.2826 0.9021 -0.2152 0.950 -1.725 -1.251 0.07
H -2.9768 -1.9820 0.1165 1.432 1.621 0.542 0.10
H -1.1972 -1.5692 -0.3471 -2.037 0.953 1.473 0.10
H -1.5345 -1.5958 2.2983 -1.072 2.049 -0.867 0.13
H -2.8404 -0.1262 2.1982 1.928 -0.847 -0.906 0.12
H -0.6981 0.9563 2.6014 0.034 -0.777 -0.873 0.12
H 1.7560 -2.0797 -0.6373 -0.106 2.583 -0.754 0.10
H 2.5623 -1.2903 -3.0933 -1.085 2.117 1.782 0.10
H 1.4522 2.9637 -2.4090 0.164 -2.787 0.992 0.10
H 0.5020 2.4986 0.0786 1.102 -1.944 -1.513 0.09
I 1.3321 0.9439 -5.3394 -0.901 -0.032 -1.590 -0.12


Entry 5:
26
Properties=species:S:1:pos:R:3:forces:R:3:lowdin_charge:R:1 method="wB97M-V/def2-TZVPD" total_charge=-1
C -2.6255 -0.1827 -1.0213 0.067 -0.500 0.168 -0.04
C -1.1723 -0.5094 -1.3697 -0.165 0.333 -0.340 -0.35
F -0.8018 -1.6374 -0.6203 0.043 -0.056 -0.079 -0.06
C -0.1834 0.6529 -1.2163 -0.282 -0.594 0.633 -0.11
C 0.7713 0.7071 -0.0306 0.471 0.997 -0.198 -0.26
C 0.3157 1.1652 1.3891 0.457 -0.288 -0.164 -0.08
C 0.5794 -0.0483 2.2591 -1.338 0.152 -0.164 -0.21
N -0.5905 -0.9694 2.1288 0.674 -0.521 0.509 0.10
C -0.5294 -2.1570 2.3030 -0.034 0.264 -0.371 -0.80
S -0.4491 -3.7177 2.4366 -0.172 -0.121 0.113 0.69
C 1.8297 -0.6150 1.5819 0.164 -0.209 -0.011 -0.47
O 2.8013 -1.0686 2.1541 -0.161 -0.210 -0.006 0.06
N 1.6469 -0.4478 0.2473 0.059 0.470 0.242 0.15
H -2.8328 -0.5633 -0.0186 0.039 0.228 0.095 0.07
H -3.3030 -0.7128 -1.6926 -0.059 0.103 -0.022 0.07
H -2.8316 0.8844 -1.0631 -0.017 0.004 -0.051 0.07
H -1.1302 -0.8326 -2.4120 0.062 -0.031 0.015 0.13
H -0.7625 1.5778 -1.1579 0.094 0.075 -0.135 0.12
H 0.4548 0.7438 -2.0980 0.119 0.091 -0.417 0.05
H 1.4461 1.5033 -0.3603 -0.003 -0.049 -0.132 0.14
H 1.0368 1.9326 1.6812 -0.214 0.141 0.162 0.12
H -0.6914 1.5694 1.4433 -0.063 -0.145 0.011 0.12
H 0.6713 0.1196 3.3285 0.433 0.213 -0.055 0.15
H 2.4709 -0.5229 -0.3332 -0.088 -0.202 -0.087 0.16
O 1.6387 1.6872 -3.3837 -0.111 -0.139 0.276 -0.60
H 2.2147 1.5418 -4.1407 0.023 -0.005 0.007 -0.20


Entry 6:
25
Properties=species:S:1:pos:R:3:forces:R:3:lowdin_charge:R:1 method="wB97M-V/def2-TZVPD" e_above_lowest_ev=0.000
C -3.2651 -1.0220 0.3940 0.341 0.123 -0.093 -0.05
C -1.9140 -0.3413 0.6423 -0.273 0.064 0.050 -0.23
O -0.9888 -0.5751 -0.4200 0.103 -0.005 0.030 -0.12
C -0.1182 -1.6289 -0.2295 0.214 -0.057 -0.031 -0.18
O -0.0356 -2.4121 -1.4434 -0.744 0.042 -0.038 0.07
C -0.1394 -1.7277 -2.5838 0.651 0.200 0.139 -0.57
O 0.3899 -0.7089 -2.8878 -0.341 -0.336 0.065 0.18
F -0.9006 -2.4257 -3.4237 0.127 0.052 0.004 0.15
H -3.6757 -1.4215 1.3193 -0.092 -0.008 -0.022 0.07
H -3.1327 -1.8326 -0.3243 -0.060 -0.075 0.117 0.08
H -3.9688 -0.3104 -0.0326 -0.091 -0.078 -0.031 0.07
H -2.0356 0.7406 0.6884 0.077 -0.034 0.026 0.12
H -1.4807 -0.6515 1.5950 0.090 -0.050 -0.021 0.12
H -0.4843 -2.3298 0.5236 0.038 -0.046 -0.083 0.14
H 0.8912 -1.2952 0.0307 -0.072 0.161 -0.101 0.13
C 1.9718 2.5507 1.5303 -0.018 0.007 0.000 -0.11
C 1.0052 2.2855 0.5202 0.012 -0.033 0.053 -0.11
C 1.5426 1.3545 -0.3284 0.013 0.029 -0.057 -0.14
N 2.7949 1.0498 0.1310 -0.008 -0.007 0.014 0.01
C 3.0659 1.7733 1.2614 0.008 -0.024 0.001 -0.15
H 1.8756 3.2360 2.3556 0.002 0.006 0.006 0.09
H 0.0280 2.7286 0.4268 -0.004 0.016 -0.012 0.09
H 1.1434 0.8883 -1.2139 0.001 0.031 0.008 0.09
H 3.4233 0.4003 -0.3037 0.024 0.017 -0.034 0.14
H 4.0077 1.6753 1.7729 0.003 0.006 0.011 0.10


| no. | E_tot (Eh) |
| --- | --- |
| 1 | -2612.78484 |
| 2 | -985.06147 |
| 3 | -786.65489 |
| 4 | -1422.18144 |
| 5 | -1070.07850 |
| 6 | -692.35672 |